The following is a quantum chemistry calculation of C13H30AlIO2P2 as an isolated structure, from OMol25.

The geometry in XYZ format:
```
49
Properties=species:S:1:pos:R:3:forces:R:3
C -0.3147 1.6727 -3.2421 -0.2 -0.1 -0.3
C 0.4612 1.7000 -1.9688 3.9 2.9 -1.4
H 0.2256 2.2570 -3.9962 0.0 -0.1 0.2
H -1.3105 2.1126 -3.0922 0.2 -0.1 0.0
H -0.4309 0.6424 -3.6173 0.0 0.2 0.2
O 1.5941 2.1722 -1.8419 -3.4 -1.6 -0.1
I -0.1759 -3.2267 -1.4000 -0.6 -1.1 -1.0
Al 0.0022 -0.8481 -0.7358 0.9 -0.9 3.3
P 2.4497 -0.8251 -0.7430 1.2 0.4 -0.6
C 3.2943 0.5073 0.1685 -0.2 0.2 0.1
C 3.2544 -2.3327 -0.0913 -0.6 -0.2 0.2
H 4.3324 -2.2659 -0.2998 -0.4 0.0 0.0
H 4.2117 -0.9035 -2.3841 -0.3 0.1 -0.2
H 2.8344 -3.2216 -0.5787 0.3 0.1 0.1
H 2.6361 -1.4279 -3.0753 0.2 0.1 0.0
H 3.1150 0.4147 1.2466 0.1 0.0 -0.3
H 3.0975 -2.4170 0.9927 0.0 0.0 -0.3
C 3.1331 -0.6972 -2.4255 -0.1 0.0 0.0
H 4.3725 0.4340 -0.0328 -0.3 0.0 0.0
H 2.9553 0.3150 -2.8103 0.2 -0.3 0.0
H 2.9183 1.4749 -0.1876 0.3 -0.3 0.2
P -2.5833 -0.7542 -0.9020 -2.1 -0.7 -1.0
C -3.5555 0.5114 -0.0109 0.9 0.5 0.5
C -3.0671 -0.4943 -2.6452 0.3 0.0 -0.1
H -3.0982 -3.1351 -0.9860 -0.3 0.2 0.1
H -4.5725 -2.1292 -0.7514 0.3 0.1 0.1
H -3.4600 -2.4450 0.6170 0.0 0.0 -0.2
C -3.5206 -2.2682 -0.4645 0.5 -0.3 0.2
H -2.4131 -1.0869 -3.2980 -0.3 0.1 0.0
H -4.1084 -0.8202 -2.7784 0.3 0.1 0.0
H -4.6276 0.3233 -0.1652 0.3 -0.2 -0.1
H -3.2929 1.5128 -0.3718 -0.2 -0.2 0.1
H -2.9769 0.5663 -2.9121 -0.1 -0.3 0.0
H -3.3296 0.4603 1.0629 -0.1 0.1 -0.2
C -0.2440 1.1818 -0.7357 -2.5 3.2 3.6
O -0.7740 1.9180 0.0789 1.9 -2.5 -3.0
C -0.6363 0.5962 2.9136 0.1 0.1 0.0
C 0.4753 -0.2557 2.3005 0.1 0.1 0.0
C 1.2559 -0.9716 3.4074 0.0 0.1 0.0
C -0.0703 -1.2613 1.2690 -0.2 0.5 -0.4
H -1.4053 -0.0405 3.3713 0.1 0.1 0.0
H -1.1024 1.2355 2.1570 -0.1 -0.1 0.3
H -0.2206 1.2499 3.6913 -0.2 -0.1 -0.2
H 1.1701 0.4285 1.7837 -0.2 0.0 0.3
H 0.6280 -1.7420 3.8733 0.1 0.2 0.0
H 2.1555 -1.4625 3.0159 -0.1 0.0 0.1
H 1.5670 -0.2585 4.1811 0.0 -0.2 -0.1
H 0.4401 -2.2262 1.4002 -0.1 0.1 -0.2
H -1.1308 -1.4505 1.4881 0.0 -0.2 0.1
```
Positions in Å, forces in eV/Å.

The calculated total energy comes out at -1886.0034 hartree. The calculation puts the HOMO-LUMO gap (spin up / spin down) at 4.98 / 3.88 eV. As for the total charge: +2. As for the HOMO energy (spin up / spin down): -15.1565 / -15.2043 eV.

Löwdin population analysis, charges in e, atoms 1 to 4:
1. C 0.043
2. C -0.383
3. H 0.129
4. H 0.113


The following is a quantum chemistry calculation of C13H30AlNO4P as an isolated structure, from OMol25.

The geometry in XYZ format:
```
50
Properties=species:S:1:pos:R:3:forces:R:3
C 0.4407 -2.5674 3.8531 -0.4 0.5 -0.6
C -0.3897 -1.1690 4.2440 0.4 -0.4 -1.4
C -1.9911 -1.3966 3.9763 -1.0 0.7 1.0
C -2.5591 -0.7730 2.5715 -0.1 0.2 0.1
C -1.6136 -1.0324 1.2587 -0.3 0.3 -0.7
C -2.3149 -2.0413 0.1234 0.8 0.5 0.4
C -1.1189 -2.7185 -0.8291 -0.7 -1.3 0.4
C -1.4541 -2.6647 -2.4324 0.1 0.5 -0.5
C -0.6459 -1.4553 -3.2460 0.7 -1.3 -0.1
Al -0.5452 0.1742 -2.0077 0.6 0.3 -0.7
O 0.9811 0.1507 -0.8851 0.2 2.6 -0.9
C 1.7012 1.3897 -1.3280 0.2 -0.7 -1.1
C 3.0724 1.8102 -0.5362 -0.1 -0.9 -0.2
C 4.0951 0.4933 -0.6726 -1.0 0.9 0.2
C 0.5334 2.4993 -1.6251 -1.7 -1.3 -1.0
P 0.9901 4.2920 -2.0942 0.6 1.1 1.1
N 1.8996 5.0770 -1.0121 -1.1 -1.9 -1.0
O -0.5156 5.2254 -2.2276 1.5 -1.7 0.9
O 1.7175 4.2554 -3.6862 -4.0 1.2 1.7
O -0.2943 1.9038 -2.7268 1.7 0.0 2.1
H -0.3800 -3.4063 3.7557 2.0 1.4 0.4
H 0.9262 -2.4598 2.7690 -1.0 -0.2 2.5
H 1.2918 -2.8202 4.6219 -1.8 0.4 -1.5
H -0.0184 -0.3501 3.4663 -0.8 -1.5 1.8
H -0.1387 -0.7873 5.3252 -0.7 -0.9 -2.1
H -2.5578 -0.8132 4.8497 1.0 -1.3 -1.8
H -2.3471 -2.5262 4.0900 1.1 2.3 -0.3
H -3.6647 -1.1751 2.3744 2.4 0.7 0.4
H -2.6775 0.3910 2.7281 0.3 -2.3 -0.3
H -0.5641 -1.4993 1.4800 -2.1 0.9 0.0
H -1.3976 0.0442 0.7901 -0.4 -2.6 0.7
H -2.8684 -2.9132 0.7049 1.0 1.8 -1.2
H -3.0729 -1.4225 -0.5505 1.6 -1.4 1.5
H -0.0435 -2.3320 -0.5380 -2.2 -0.4 -0.8
H -1.1266 -3.8741 -0.5281 0.2 2.4 -0.6
H -1.1503 -3.6956 -2.9520 -1.0 2.1 1.2
H -2.6250 -2.4544 -2.5197 2.5 -0.7 0.0
H -1.1063 -1.2549 -4.3028 0.7 -0.5 1.9
H 0.4576 -1.8602 -3.4256 -2.1 0.7 0.2
H -1.9885 0.2924 -1.3685 -0.2 0.1 0.4
H 2.0661 1.0834 -2.3966 -0.4 1.0 1.6
H 2.8985 2.1101 0.5901 0.3 -0.7 -2.2
H 3.5437 2.7271 -1.0903 -0.9 -1.7 1.0
H 4.1474 0.2463 -1.8377 0.1 0.4 2.7
H 5.1498 0.7813 -0.2333 -2.1 -0.8 -0.9
H 3.5802 -0.3930 -0.0696 1.3 1.8 -1.5
H -0.2301 2.5560 -0.7399 1.7 0.3 -0.9
H 2.1040 4.4100 -0.2363 -0.1 0.6 -0.8
H -0.9276 5.2769 -1.2942 1.4 -0.3 -2.1
H 0.9497 4.5180 -4.3072 1.7 -0.8 1.1
```
Positions in Å, forces in eV/Å.

The calculated total energy comes out at -1452.7628 hartree. The calculation puts the HOMO-LUMO gap at 8.08 eV. As for the total charge: -1. As for the HOMO energy: -5.1237 eV.

Löwdin population analysis, charges in e, atoms 1 to 4:
1. C -0.146
2. C -0.250
3. C -0.249
4. C -0.223


The following is a quantum chemistry calculation of C13H30As3FOS2Zr as an isolated structure, from OMol25.

The geometry in XYZ format:
```
51
Properties=species:S:1:pos:R:3:forces:R:3
Zr 2.5316 -1.1150 0.0409 0.1 -0.2 1.1
C 0.7620 -0.7910 -3.4412 0.5 -0.9 0.1
As 0.4232 -0.2133 -1.6107 -0.9 1.8 -1.1
C 0.6396 1.7310 -2.0333 0.1 -0.3 0.1
C -1.5504 -0.4548 -1.4112 0.2 -1.6 0.0
C -2.2371 -0.0705 -0.0710 -0.2 0.8 -0.4
C -3.7748 -0.3847 -0.2369 -0.2 0.1 -0.2
C -1.7324 -0.9416 1.1317 -0.2 -0.7 -1.5
As 0.1616 -1.5169 1.4174 -0.7 0.3 0.8
C 0.9796 0.1154 2.2441 -0.1 -0.2 -0.5
C -0.0627 -2.6602 2.9909 0.5 -0.9 0.0
C -2.0836 1.4662 0.1736 -1.0 -0.5 0.4
As -3.5041 2.1290 1.4916 0.9 1.5 0.5
C -2.5201 2.0527 3.2388 0.0 -0.9 -0.2
C -3.0129 4.0713 1.3463 -0.4 -0.3 -0.5
H 0.6451 -1.8786 -3.5297 -0.2 0.3 -0.1
H 1.8383 -0.6055 -3.6120 -0.7 0.2 -0.2
H 0.1129 -0.2663 -4.1544 0.3 -0.1 0.3
H -0.3385 2.1434 -2.3581 0.6 -0.2 0.4
H 1.3544 1.8232 -2.8838 -0.4 -0.1 0.8
H 1.0187 2.2156 -1.1186 -0.3 0.2 -0.6
H -1.6586 -1.5562 -1.5891 0.0 0.6 0.3
H -2.0298 -0.0249 -2.3093 0.3 0.3 0.5
H -3.9166 -1.4088 -0.5923 0.1 0.0 0.0
H -4.2523 0.2826 -1.0098 0.5 -0.5 0.9
H -4.3589 -0.3064 0.7187 0.7 0.1 -0.9
H -2.2703 -1.9052 0.9956 0.4 0.4 0.5
H -2.0155 -0.4950 2.0713 -0.1 0.1 0.4
H 0.1680 0.8046 2.4985 0.3 0.0 -0.1
H 1.7075 0.6167 1.5823 -0.4 0.4 0.0
H 1.5895 -0.1456 3.0984 -0.1 -0.2 0.3
H -0.3655 -2.0565 3.8516 0.3 0.0 -0.2
H 0.9105 -3.2058 3.1742 -1.2 0.7 0.0
H -0.8721 -3.4026 2.8195 0.6 0.4 -0.1
H -2.2895 2.0452 -0.7428 0.0 -0.4 0.2
H -1.0902 1.7247 0.4940 0.6 0.2 0.3
H -2.3807 1.0027 3.5242 -0.1 0.2 0.2
H -3.0653 2.5499 4.0488 -0.1 -0.1 -0.4
H -1.5367 2.5045 3.1725 0.2 0.2 -0.1
H -3.4771 4.5717 0.4940 0.0 -0.2 0.0
H -1.9370 4.1649 1.2395 0.2 0.0 0.1
H -3.3480 4.5919 2.2402 0.0 -0.1 0.1
F 3.5907 -0.9031 1.6059 -0.3 0.1 -0.4
C 6.4082 -1.9982 -2.9077 0.7 -1.4 -1.5
O 5.2202 -2.7712 -2.4965 -1.9 1.5 2.1
C 4.2335 -2.1718 -1.8175 1.5 -1.0 -0.5
S 4.0083 -0.4476 -1.8634 0.4 -0.8 -0.2
S 3.2562 -3.2652 -0.7917 0.7 0.3 -1.3
H 7.1046 -2.8426 -3.1744 -0.6 1.1 0.2
H 6.8505 -1.3749 -2.1406 -0.4 0.0 0.4
H 6.1659 -1.4274 -3.8089 0.0 -0.1 0.2
```
Positions in Å, forces in eV/Å.

The calculated total energy comes out at -8238.6390 hartree. The calculation puts the HOMO-LUMO gap at 5.35 eV. As for the total charge: +2. As for the HOMO energy: -13.5620 eV.

Löwdin population analysis, charges in e, atoms 1 to 4:
1. Zr 0.987
2. C -0.290
3. As 1.022
4. C -0.262


The following is a quantum chemistry calculation of C13H30AuN4O7 as an isolated structure, from OMol25.

The geometry in XYZ format:
```
55
Properties=species:S:1:pos:R:3:forces:R:3
O -0.7741 -1.1199 -5.2459 0.5 1.1 3.0
H -0.4427 -0.2390 -5.4945 -0.2 -0.5 -0.4
Au 0.4043 0.5035 -1.0441 -3.1 -0.7 3.9
N 2.1003 0.4936 0.1307 0.0 -0.3 1.0
N 0.9985 -1.6111 -1.1177 -1.2 -0.4 -0.4
N -0.5189 1.8970 0.2309 -2.3 0.5 -0.5
N -1.6261 0.6782 -1.7151 -1.3 0.8 -0.4
O 2.4218 1.4545 0.9244 -0.5 -1.3 -1.3
O 0.1193 2.3962 1.2830 1.8 -0.2 0.0
O -2.0588 0.0272 -2.6782 0.7 -0.2 0.2
O 0.3130 -2.5948 -1.4507 1.3 1.1 0.0
C 2.2108 -1.7821 -0.5195 -0.1 0.0 0.7
C 2.7472 -0.6680 0.1792 0.4 0.1 0.1
C -1.7792 2.2430 0.0189 2.9 -0.2 1.1
C -2.4137 1.5651 -1.0560 1.1 -0.7 -0.7
C 3.9355 -0.6619 1.0799 0.5 -0.8 0.0
H 3.6250 -0.5395 2.1295 0.0 0.1 -0.4
H 4.6149 0.1654 0.8221 -0.3 -0.3 0.1
H 4.4671 -1.6163 0.9929 0.0 0.4 0.1
C 2.7526 -3.1493 -0.4507 0.4 0.0 -0.3
H 2.7426 -3.5379 -1.4807 0.1 -0.2 0.5
H 2.1185 -3.7774 0.1870 0.0 0.0 -0.2
H 3.7639 -3.1257 -0.0468 -0.1 -0.3 -0.2
C -2.3781 3.2752 0.9038 -0.6 0.4 0.2
C -3.8315 1.8633 -1.4132 0.1 -0.4 -0.6
H -1.6455 3.9180 1.4140 -0.1 -0.5 -0.4
H -2.9781 2.7952 1.6864 0.0 0.0 -0.1
H -3.0488 3.9105 0.3206 0.0 -0.1 0.1
H -4.1061 1.2650 -2.3054 -0.1 0.4 0.7
H -3.9680 2.9411 -1.6130 0.1 -0.5 -0.1
H -4.4485 1.6250 -0.5409 -0.2 -0.1 -0.3
H 1.1177 2.0514 1.1397 -1.3 1.0 0.7
H -0.7904 -0.9839 -4.2204 -0.4 -0.7 -2.7
C 1.8745 1.4625 -1.9978 -0.4 1.6 -5.7
H 2.8697 1.1693 -2.1623 1.3 -0.7 0.8
H 1.7931 2.5224 -2.2292 -0.2 0.2 0.9
H 1.3171 0.9773 -2.8920 1.0 0.7 0.4
O 3.4277 4.2358 0.8129 0.2 -1.0 0.2
H 2.7517 4.6625 0.2937 -0.3 0.2 -0.2
H 3.1975 3.2847 0.8102 0.2 0.9 0.0
C -1.0183 -0.4169 3.1451 -0.2 0.1 0.2
C -0.3770 -1.4978 2.3153 0.1 -0.3 -0.3
O -0.7321 -1.4183 0.9304 0.1 -0.1 0.2
C -1.9984 -1.9988 0.5920 -0.1 0.6 -0.1
C -2.0796 -3.4805 0.8509 0.0 -0.2 0.1
H -0.7653 0.5708 2.7530 -0.1 -0.1 0.1
H -0.6541 -0.4856 4.1739 -0.1 0.1 -0.1
H -2.1065 -0.5372 3.1674 0.1 0.1 0.0
H -0.6244 -2.4946 2.7089 0.2 0.3 -0.1
H 0.7158 -1.4007 2.3253 -0.1 0.0 0.1
H -2.7929 -1.4526 1.1251 0.1 -0.2 -0.1
H -2.1069 -1.7941 -0.4773 -0.1 -0.1 0.1
H -2.0918 -3.7138 1.9210 0.0 -0.1 -0.2
H -3.0029 -3.8675 0.4146 0.0 0.0 0.1
H -1.2414 -3.9883 0.3686 0.0 0.0 0.1
```
Positions in Å, forces in eV/Å.

The spin multiplicity is 3. The calculated total energy comes out at -1394.0343 hartree. Its expectation value of S² is 2.15. The calculation puts the HOMO-LUMO gap (spin up / spin down) at 5.92 / 5.48 eV. As for the total charge: +1. As for the HOMO energy (spin up / spin down): -11.8215 / -11.9026 eV.

Löwdin population analysis, charges in e, atoms 1 to 4:
1. O -0.105
2. H 0.027
3. Au 1.328
4. N -0.188


The following is a quantum chemistry calculation of C13H30F2N3O8S2V as an isolated structure, from OMol25.

The geometry in XYZ format:
```
59
Properties=species:S:1:pos:R:3:forces:R:3
O -0.6768 0.0220 2.1155 0.3 -0.8 -0.3
V 0.8928 -0.0592 2.1612 -0.2 0.0 -0.8
O 1.4052 -1.0785 1.0692 -0.4 0.0 0.5
N 1.7268 1.5682 1.1870 3.7 -3.1 -1.7
S 3.2469 1.4802 0.3222 4.7 -2.3 0.2
O 3.9683 2.6673 -0.0771 -2.6 -0.4 0.5
O 3.5299 0.3105 -0.4498 -2.1 0.6 0.0
F 4.0764 1.0943 1.6365 -0.4 0.0 0.9
S 1.3532 2.9857 0.8124 -5.9 7.4 0.7
O 1.0949 3.2972 -0.5715 1.1 -1.0 1.2
O 1.9117 3.9835 1.6946 0.2 -1.1 -1.1
F -0.1758 2.8789 1.4067 1.1 -0.2 -0.4
C -2.0799 0.9192 -1.7698 0.1 -1.1 -0.3
C -1.1283 0.2362 -2.8271 -0.1 0.3 -0.3
C -0.1298 -0.7283 -2.0687 -1.5 -1.4 0.2
C -0.7439 -2.1586 -1.7738 -0.4 2.0 -1.5
C -1.4145 -2.7211 -3.0242 0.3 -0.3 1.1
C -2.4905 -1.8358 -3.6605 -0.4 -0.8 -2.6
N -1.9694 -0.5059 -3.9240 4.0 0.7 2.6
O -2.6446 0.4110 -4.7368 -0.8 -0.6 0.3
C -2.6963 -2.5082 -5.0798 -0.4 0.4 0.6
C -3.8236 -1.9442 -2.9429 -0.1 0.5 1.1
C -0.1736 1.3195 -3.4445 -1.1 -0.3 -0.8
H -2.2862 0.1430 -1.0329 -0.1 0.1 0.3
H -3.0552 1.1930 -2.1721 0.2 0.1 -0.3
H -1.6716 1.7765 -1.2346 0.3 0.0 -0.2
H 0.8247 -0.8178 -2.5874 -0.1 0.1 0.0
H -0.0015 -0.3028 -1.0734 0.5 0.4 -0.2
H -1.5881 -1.9577 -1.1143 0.3 -0.4 0.7
H -0.0469 -2.9097 -1.4019 0.0 0.4 0.4
H -1.8626 -3.6216 -2.6044 -0.6 -0.3 -0.6
H -0.6913 -3.0840 -3.7545 0.1 0.4 -0.1
H -3.2465 -3.4353 -4.9188 0.1 -0.1 -0.2
H -3.3002 -1.8696 -5.7245 -0.2 0.0 0.0
H -1.7627 -2.7118 -5.6043 0.1 0.0 0.2
H -4.6320 -1.3503 -3.3693 0.2 0.0 -0.4
H -4.1438 -2.9821 -2.8526 0.0 0.0 -0.1
H -3.7083 -1.5513 -1.9327 0.0 -0.1 0.2
H 0.3872 0.9228 -4.2907 0.2 -0.4 0.1
H 0.5241 1.7386 -2.7194 -0.2 -0.2 0.2
H -0.7269 2.1516 -3.8797 -0.2 0.1 0.2
H -2.4361 0.0422 -5.5983 0.0 0.4 -0.4
C 3.6335 -0.0042 5.3736 0.1 1.4 1.4
C 2.2231 -0.0057 4.8068 2.5 2.7 2.1
C 1.7940 1.4403 4.4177 0.4 -0.2 2.1
O 0.4748 1.4344 3.9643 -0.9 -0.5 -0.2
C -0.6448 1.4396 4.9685 1.0 0.7 -1.7
N 2.2450 -0.9037 3.7423 -1.4 -2.1 -1.6
H 4.4579 0.2355 4.7021 -0.3 0.2 -0.3
H 3.9375 -0.8874 5.9355 -0.4 -0.3 -0.1
H 3.4953 0.7932 6.1036 1.1 0.1 0.4
H 1.6705 -0.3009 5.6988 -0.9 -0.4 -0.6
H 2.4710 1.9947 3.7678 -0.2 -0.6 -0.9
H 1.8927 2.0830 5.2925 -0.2 -0.2 0.6
H -1.5483 1.5460 4.3682 0.2 -0.2 -0.1
H -0.5254 2.3889 5.4907 0.1 -0.4 0.6
H -0.7187 0.5257 5.5579 0.4 0.2 0.1
H 3.1909 -0.9967 3.4006 0.4 1.0 -1.1
H 2.3160 -1.7906 4.2203 -1.3 -1.0 -0.3
```
Positions in Å, forces in eV/Å.

The calculated total energy comes out at -3219.4656 hartree. The calculation puts the HOMO-LUMO gap at 6.33 eV. As for the total charge: 0. As for the HOMO energy: -7.4782 eV.

Löwdin population analysis, charges in e, atoms 1 to 4:
1. O -0.285
2. V 0.847
3. O -0.303
4. N -0.346


The following is a quantum chemistry calculation of a 2-piece molecular cluster, C13H30N3O overall, from OMol25.

The geometry in XYZ format:
```
47
Properties=species:S:1:pos:R:3:forces:R:3
C -4.9481 -1.7978 4.1803 -0.5 0.9 -0.6
C -4.3899 -1.2981 2.6862 0.2 0.2 0.3
C -5.0386 -2.0505 1.3730 0.0 -0.9 1.3
N -3.4088 -0.3203 2.6285 -3.3 -2.8 2.5
N -2.1610 -0.8721 2.3793 1.5 0.0 -1.5
C -1.2191 0.1400 1.7080 0.9 1.3 -0.8
C 0.1435 -0.6550 1.2624 -0.2 0.8 -1.8
O 0.3284 -1.9763 1.8804 -1.4 2.0 1.4
C -0.0189 -1.9834 3.3096 0.2 -1.3 1.5
C -1.4450 -1.2661 3.6842 1.2 0.7 1.4
H -4.2370 -1.4053 5.0510 -1.7 -0.6 -2.1
H -6.0747 -1.4796 4.3608 2.4 -0.6 -0.3
H -4.9350 -2.9729 4.1680 0.1 2.2 -0.3
H -5.7221 -1.2812 0.8116 1.6 -1.3 1.0
H -4.2335 -2.5333 0.6721 -1.5 1.2 1.1
H -5.7469 -2.9291 1.7574 1.6 2.0 -0.8
H -2.2971 -1.7441 1.7874 0.9 1.0 0.4
H -0.9497 1.0334 2.4520 -1.0 -2.3 -1.3
H -1.7726 0.6646 0.7965 1.2 -1.5 1.9
H 1.0398 0.0882 1.4012 -1.5 -1.6 0.0
H 0.0448 -0.8497 0.0895 0.4 0.2 2.7
H -0.1036 -3.1204 3.6595 0.3 2.4 -1.1
H 0.8153 -1.5112 4.0093 -1.6 -0.8 -1.7
H -2.1441 -1.8837 4.3914 1.4 1.0 -1.7
H -1.1718 -0.2591 4.2594 -1.1 -2.1 -1.4
C 3.7579 3.6671 -3.5625 0.0 0.0 0.1
C 3.3121 2.2531 -3.9207 0.2 0.0 0.2
N 3.4975 1.2752 -2.8426 0.0 -0.3 0.1
C 3.3168 -0.1113 -3.2848 0.3 0.1 -0.1
C 1.9292 -0.5242 -3.7653 -0.2 -0.3 -0.1
C 2.8753 1.6039 -1.5573 0.4 0.2 -0.1
C 1.3668 1.8235 -1.5379 -0.4 0.0 0.2
H 4.8059 3.6857 -3.2452 -0.2 -0.1 0.0
H 3.6617 4.3188 -4.4379 0.0 -0.1 0.1
H 3.1439 4.1017 -2.7678 0.1 0.0 -0.1
H 3.9152 1.9413 -4.7837 -0.1 -0.2 0.2
H 2.2721 2.2875 -4.2620 -0.1 0.0 -0.1
H 3.6288 -0.7915 -2.4820 0.0 0.2 0.0
H 4.0268 -0.3012 -4.1003 -0.1 0.2 0.1
H 1.2383 -0.6618 -2.9322 -0.1 0.1 -0.1
H 1.9937 -1.4884 -4.2842 0.0 0.1 0.1
H 1.4972 0.1935 -4.4660 0.0 0.0 0.1
H 3.3550 2.5074 -1.1648 0.0 0.0 -0.2
H 3.1280 0.8287 -0.8214 0.1 -0.1 -0.3
H 1.0168 2.4246 -2.3815 0.0 -0.1 0.1
H 1.0841 2.3533 -0.6228 0.0 0.1 0.0
H 0.8226 0.8762 -1.5359 0.0 0.1 -0.2
```
Positions in Å, forces in eV/Å.

The calculated total energy comes out at -752.3175 hartree. The calculation puts the HOMO-LUMO gap at 4.90 eV. As for the total charge: +1. As for the HOMO energy: -9.9695 eV.

Löwdin population analysis, charges in e, atoms 1 to 4:
1. C -0.043
2. C -0.176
3. C -0.039
4. N 0.025


Calculated max |F| (eV/Å), listed in the same order as above: 5.37; 4.50; 3.25; 5.95; 9.52; 4.99